Record 1
Below is a structure of composition C28H44BrN3P2Zn at a distorted geometry, with properties calculated with ωB97M-V/def2-TZVPD.

Results
Total charge: +2
LUMO energy: -7.25 eV
Max |F|: 1.66 eV/Å
Frontier orbital gap: 5.3 eV
Energy relative to the best compared isomer or geometry (same formula, charge and spin): 10.6 kJ/mol
Total energy: -171241.9841 eV

```
79
Properties=species:S:1:pos:R:3:forces:R:3
C -1.3134 -0.2238 3.4915 0.6 0.3 -0.2
H 6.2953 2.6285 -1.3476 0.0 -0.3 -0.1
H -4.5453 -2.0628 -1.0428 0.5 0.0 0.1
H 3.9351 -0.8681 2.4701 -0.2 -0.2 -0.2
Br 2.8443 3.3895 -2.8333 0.2 0.8 -0.3
H -0.6899 1.0143 -5.3983 -0.1 0.8 0.2
H -6.1247 3.5495 -7.3662 0.0 0.0 0.2
H 3.8717 1.8410 -1.3071 0.4 0.0 0.5
C -1.4700 1.7428 -3.4990 0.8 -0.8 0.5
C 1.1139 2.7915 -3.1156 -1.0 -1.0 0.5
C 4.6457 1.3693 -0.6879 0.0 0.0 0.1
H -1.5258 -5.6579 0.4704 -0.1 0.1 -0.2
C -3.6661 2.8358 -3.4286 0.7 -0.7 -0.1
C -5.4314 4.5739 -3.7528 0.2 0.1 0.0
H 1.4916 2.2191 -5.1933 -0.2 -0.2 0.5
C -1.1647 -0.7872 2.2681 0.0 0.6 -0.8
C -0.4588 1.6021 -4.4961 -0.6 -0.4 -0.1
H 6.8266 1.0562 -0.7239 -0.4 0.1 -0.2
C -1.0359 2.0324 -2.1877 -0.2 0.2 0.5
H -0.5511 -3.4176 1.0458 -0.1 -0.3 -0.1
H 4.3942 -2.7063 -2.5872 0.0 0.4 -0.2
H 0.3223 -3.9392 -2.2362 0.0 0.2 -0.1
H 0.1901 -4.2368 -0.3097 -0.3 0.4 0.2
C 4.3988 -1.7165 -3.0762 -0.2 -0.2 -0.2
H 4.3176 -2.1105 1.2813 -0.4 0.2 0.1
H -3.1924 1.1373 -4.6685 0.3 0.9 0.0
H -3.3195 -2.3773 0.1961 -0.2 0.3 -0.1
C -0.7425 -3.7395 0.0132 0.7 0.5 1.0
C 3.4986 -1.4820 1.6705 -0.1 -0.3 0.6
H 0.5141 2.9921 -1.0407 0.1 0.2 -0.2
H 2.7450 -2.1499 2.0910 0.0 0.1 0.3
H 2.5749 0.3785 0.9156 -0.1 -0.1 0.1
C -4.6549 3.5081 -4.2678 -1.5 -0.2 -0.3
H -2.6850 -3.1705 -2.1998 0.0 0.2 -0.1
N -0.5942 0.1563 1.4015 0.8 0.7 0.1
Zn -0.3177 0.1062 -0.6567 -0.4 -0.3 0.5
H -2.1186 -5.0539 -1.0870 0.1 0.0 0.3
H -5.2716 4.9644 -2.7435 0.0 -0.3 -0.3
C -2.4955 -2.1759 -1.7865 0.2 0.3 0.0
C -0.0754 -2.4815 -3.7701 0.0 0.0 -0.5
H 0.5006 -3.1010 -4.4775 -0.2 0.3 0.2
H 1.3288 -2.4886 -2.1326 -0.3 -0.3 0.0
H -1.1397 -2.6648 -3.9654 0.3 0.0 0.0
H 0.2397 2.1134 1.8211 -0.3 -0.3 0.1
H 2.0734 -1.1041 0.0538 0.0 0.0 0.1
H -2.5231 -1.4192 -2.5846 0.1 -0.4 0.0
C -6.3946 5.1968 -4.5539 0.4 -0.3 0.1
H -6.9948 6.0417 -4.1806 0.4 -0.5 -0.2
H -3.5351 3.2595 -2.4236 0.5 0.3 -0.6
H -4.4106 2.3071 -6.0899 0.0 0.2 0.1
N -6.6191 4.8146 -5.8101 -0.4 0.3 -0.1
H 3.9979 -1.8308 -4.0911 0.1 -0.1 0.1
C 0.2192 2.6606 -2.0345 1.1 -0.4 0.1
H 6.0928 1.1753 -2.3421 -0.1 0.1 0.3
C -1.8764 -4.7631 -0.0570 -0.2 0.1 0.0
C 2.9141 -0.6023 0.5631 -0.1 0.0 -0.2
H 3.4666 0.2623 -2.7851 0.0 -0.3 -0.2
C 6.0399 1.5588 -1.3105 0.2 0.5 0.1
C 0.3126 -2.8504 -2.3463 0.2 0.1 -0.5
H -0.6386 1.7125 4.1790 -0.1 -0.5 -0.5
C 3.5523 -0.7101 -2.2808 -0.1 0.1 -0.2
C 0.7913 2.1875 -4.3501 -0.4 0.0 0.4
C -4.9268 3.1265 -5.5981 -0.6 0.4 -0.2
H 0.1289 -1.4282 -3.9955 0.0 -0.1 0.0
C -3.5183 -1.8117 -0.7241 -0.7 -0.1 0.4
C -0.2888 1.2180 2.1423 -0.7 -0.1 0.8
P -0.8097 -2.2038 -1.0565 -0.2 -1.1 -1.3
H -2.7865 -4.4275 0.4498 0.2 -0.1 -0.2
H 4.5910 1.7740 0.3414 0.1 -0.1 -0.5
H -3.5420 -0.7389 -0.4863 0.2 -0.2 0.0
C -2.8653 1.7991 -3.8464 -1.3 -0.2 -0.7
C -5.9246 3.8142 -6.3296 1.0 -0.4 0.9
P 4.2824 -0.4178 -0.6310 1.3 -0.3 -0.1
H 2.5343 -1.0972 -2.1184 0.2 0.1 -0.2
N -0.7352 1.0383 3.4110 0.1 -0.1 -0.4
H 5.4500 -1.4064 -3.1680 -0.4 0.0 0.1
H -1.8100 2.0816 -1.3930 0.5 0.3 -0.4
H -1.7387 -0.6196 4.3935 0.0 0.0 0.1
H -1.3571 -1.7857 1.9080 -0.4 0.2 0.2
```
Forces are in eV/Å.


Record 2
Below is a cluster of 9 separate species, C28H44F9N5O9 in total at a distorted geometry, with properties calculated with ωB97M-V/def2-TZVPD.

Results
Total charge: 0
LUMO energy: 0.28 eV
Max |F|: 1.08 eV/Å
Frontier orbital gap: 9.9 eV
Total energy: -80083.4263 eV

```
95
Properties=species:S:1:pos:R:3:forces:R:3
H 4.4820 20.4027 12.1412 0.2 0.1 -0.1
H 5.4986 19.4540 13.2191 0.3 0.1 0.0
H 9.0001 17.9645 8.8500 -0.1 -0.3 0.0
H 11.8012 27.1300 8.3488 0.0 0.0 0.0
F 12.0684 17.9114 12.6886 -0.2 -0.3 0.2
O 11.4607 21.5321 9.8259 0.2 0.1 -0.2
C 8.2060 18.3593 8.2205 0.2 0.9 0.0
F 9.2330 30.7140 8.9428 0.2 0.1 0.1
H 7.4581 18.8194 8.8646 -0.1 -0.2 0.0
C 11.1039 26.7304 10.3662 0.2 0.0 0.2
H 14.7914 19.4395 6.2949 -0.1 0.0 0.2
H 14.3411 17.7298 6.1717 -0.1 0.1 0.2
C 17.3821 19.3148 8.0070 0.2 -0.3 0.0
H 9.1737 22.1558 8.7815 0.0 0.2 -0.2
C 8.7824 19.4495 7.4271 -0.1 -0.2 -0.1
H 14.0710 23.1874 13.0159 0.0 0.1 -0.2
C 14.1108 18.7354 5.8221 0.3 -0.1 -0.3
H 13.7185 24.3370 14.3046 0.0 0.1 -0.1
F 8.0267 29.9012 7.3426 0.0 0.0 0.1
C 10.8709 27.0384 8.9020 0.2 -0.6 0.0
H 15.9888 23.1432 5.2423 -0.1 -0.2 0.0
O 14.4855 20.2679 11.8232 0.1 0.3 0.0
H 18.8743 18.6911 5.8030 0.0 0.1 0.1
H 13.0760 18.9904 6.0291 -0.1 0.0 -0.1
C 13.5638 21.8018 8.7785 -0.1 -0.1 -0.1
C 15.9602 16.5822 9.9432 -0.1 0.1 0.5
H 16.4261 15.6612 10.2903 0.0 -0.1 -0.2
O 8.1938 27.4185 9.0343 -0.1 -0.2 0.1
H 11.2756 25.6694 10.5557 -0.1 -0.1 -0.3
H 14.6384 24.4914 8.9899 -0.1 0.1 0.0
H 15.9050 16.9108 14.6576 0.2 -0.1 0.0
C 15.9626 18.5123 13.2670 1.0 0.3 0.1
N 9.2367 20.2999 6.8052 0.0 0.1 0.0
H 16.5478 18.8710 12.4183 -0.3 -0.1 -0.2
H 17.3870 22.7526 4.2096 0.0 0.2 0.1
H 9.8074 21.1192 10.9145 0.1 -0.1 0.0
C 13.9975 19.2577 12.2312 0.0 -0.3 0.1
O 12.6409 23.3831 10.3091 0.1 0.4 0.0
H 18.6924 21.0702 6.3401 -0.2 0.0 0.0
H 17.6009 23.1605 5.9473 0.1 -0.1 -0.1
H 9.8573 23.7275 9.3374 -0.1 0.0 -0.1
F 13.5817 22.5550 7.6643 0.0 -0.1 0.0
H 15.4785 18.7889 8.8487 0.1 -0.2 -0.2
C 9.3926 22.7893 9.6395 0.4 -0.4 0.3
O 16.9003 17.3095 9.2015 0.1 -0.3 -0.1
H 18.4424 19.1060 8.2191 0.0 0.2 0.0
H 4.8791 18.7484 11.7282 0.1 0.0 0.1
C 17.8834 19.1588 5.7019 -0.1 -0.4 -0.3
O 16.8071 21.2848 5.5218 -0.2 0.1 0.1
H 16.5292 16.4299 13.0820 0.1 0.0 -0.1
C 16.9596 22.6526 5.2160 0.1 0.2 -0.1
F 12.3032 18.6944 10.6909 0.0 0.0 0.1
H 17.1987 20.3940 8.0208 0.1 0.0 0.1
C 13.3129 23.8657 13.4102 0.0 -0.5 0.3
O 17.0344 18.7646 6.7536 -0.1 0.1 0.3
C 8.9269 28.3434 8.8495 -0.2 -0.1 0.1
N 11.2926 22.3853 14.1439 -0.2 0.0 0.0
H 10.6169 22.5914 11.4391 0.3 0.0 0.0
H 18.5974 20.8225 4.6017 -0.1 0.0 0.1
C 12.5033 18.9479 11.9939 0.2 0.3 -0.3
H 7.7531 17.6167 7.5736 0.1 -0.2 0.0
H 17.4215 18.7288 4.8100 0.0 0.2 0.0
C 12.4833 22.3402 9.7348 -0.1 -0.2 0.3
C 8.3623 29.7578 8.6372 0.0 0.1 -0.3
F 11.7967 20.0270 12.3341 -0.1 -0.2 -0.1
C 16.6833 24.0849 9.1468 -0.3 0.4 0.1
H 11.9913 27.2487 10.7322 -0.2 0.2 0.1
C 12.1629 23.0484 13.8021 0.2 0.2 -0.1
H 15.6521 17.1487 10.8339 0.0 -0.1 0.0
H 17.5407 17.4046 14.1733 0.1 0.0 0.0
H 16.7029 19.1960 10.0238 0.1 -0.1 0.0
H 13.0386 24.6045 12.6656 0.0 0.0 -0.1
C 6.4438 20.0818 11.4166 0.0 0.1 0.2
C 14.4179 18.7611 4.3953 -0.1 0.0 -0.3
O 10.2392 28.3209 8.7636 0.2 0.4 -0.2
F 13.3450 20.5366 8.4327 0.1 0.0 -0.1
F 14.7631 21.8894 9.3457 0.1 0.0 0.0
N 14.6889 18.7632 3.2780 0.0 0.0 0.2
H 16.0271 19.2953 14.0260 -0.3 0.1 0.0
H 15.3224 24.6569 10.6187 -0.1 0.0 0.0
N 7.3675 20.3970 10.8158 0.1 0.0 -0.1
H 10.2274 27.0350 10.9357 0.0 0.0 0.1
O 14.5980 18.2915 12.9008 -0.3 0.0 0.0
N 17.6269 23.5338 8.8083 0.4 -0.3 -0.1
C 16.5513 18.6579 9.0727 -0.5 0.6 0.2
C 15.4968 24.8349 9.5588 0.3 -0.2 0.1
H 15.6712 25.8982 9.4145 0.0 0.0 -0.1
F 7.2705 29.9314 9.3722 -0.1 0.0 0.1
C 16.5280 17.2306 13.8192 -0.5 -0.2 0.2
C 18.0541 20.6495 5.5464 0.5 0.0 -0.1
H 10.2639 26.2693 8.4261 -0.1 0.1 0.0
C 5.2797 19.6620 12.1751 -0.6 -0.4 -0.1
C 10.3195 22.0121 10.5713 -1.0 0.1 -0.1
H 15.0488 16.3440 9.3819 0.1 0.1 -0.2
H 8.4547 22.9796 10.1569 0.0 0.1 0.0
```
Forces are in eV/Å.